No. 1
DFT (ωB97M-V/def2-TZVPD) results for a cluster of 3 separate species, C5H14N2O2 in total at a distorted geometry.

```
23
Properties=species:S:1:pos:R:3:forces:R:3:nbo_charge:R:1
C 0.67824 0.09429 1.86530 -0.148 0.371 -0.307 -0.220
C -0.15126 0.98747 0.91338 -0.315 -0.476 0.546 -0.445
C -0.39664 0.38290 -0.44683 1.346 0.611 -1.349 0.210
C -1.56229 -0.15905 -0.81654 -0.894 -0.590 0.170 -0.563
C 1.53790 -0.30721 -1.72234 0.853 -0.648 -0.554 -0.460
N 0.65656 0.62760 -1.33900 -0.963 0.871 0.827 -0.707
N -0.10661 -1.05389 2.37661 0.303 0.304 -0.186 -0.855
H 1.02896 0.75380 2.67446 -0.013 -0.207 0.052 0.149
H 1.56466 -0.27551 1.33295 -0.221 0.012 0.026 0.208
H -1.12178 1.20780 1.37868 0.014 0.049 0.260 0.169
H 0.39481 1.92797 0.81351 -0.085 -0.069 -0.244 0.219
H -2.44086 -0.22572 -0.17453 0.259 0.104 0.255 0.162
H -1.72191 -0.59522 -1.79871 0.331 0.205 -0.029 0.194
H 1.54066 -1.33215 -1.37349 -0.224 -0.157 0.124 0.144
H 2.31675 -0.02777 -2.43646 -0.231 0.011 0.167 0.137
H -1.02569 -0.72405 2.64812 -0.036 -0.042 0.017 0.351
H 0.33947 -1.42361 3.20801 -0.042 -0.063 -0.017 0.351
H -0.65959 3.48383 -2.36271 0.027 -0.121 0.020 0.452
H 0.20491 2.25417 -2.64168 -0.138 -0.085 0.164 0.515
O -0.19910 3.03866 -3.07933 0.153 -0.053 0.010 -0.990
H -0.02112 -2.46443 0.92085 0.211 0.191 0.093 0.493
H -0.87746 -3.05127 -0.14200 0.195 0.033 -0.278 0.459
O 0.02139 -3.11858 0.20176 -0.379 -0.251 0.231 -0.974
```
Forces are in eV/Å.

Its spin multiplicity is 2. The calculation puts the max |F| at 2.00 eV/Å. Its HOMO-LUMO gap (spin up / spin down) is 3.4 / 7.2 eV. The calculation puts the HOMO energy (spin up / spin down) at 0.2 / -3.7 eV. As for the charge: -1.


No. 2
DFT (ωB97M-V/def2-TZVPD) results for a structure of composition C42H52AsAuN6P at a distorted geometry.

```
103
Properties=species:S:1:pos:R:3:forces:R:3:lowdin_charge:R:1
Au 1.18870 0.41342 -1.45256 0.033 0.543 -0.131 0.791
C 3.87870 0.97272 -3.31856 -0.199 0.013 -0.301 -0.072
N 4.48470 0.09092 -2.35596 -0.059 -0.225 0.122 -0.154
C 5.36140 0.77652 -1.42316 0.155 0.010 0.083 -0.043
C 3.81360 -1.03758 -1.97816 0.097 0.012 -0.046 -0.374
N 2.55950 -1.15268 -2.35546 0.082 0.492 -0.080 0.048
C 1.82880 -2.33888 -2.39086 -0.079 -0.495 -0.095 -0.232
C 2.42150 -3.59558 -2.52626 -0.034 0.028 -0.114 -0.048
C 1.68890 -4.76008 -2.40506 0.004 -0.024 0.043 -0.075
C 0.33570 -4.68868 -2.12656 -0.058 0.049 -0.038 -0.081
C -0.28970 -3.45518 -2.13036 0.120 -0.067 0.066 -0.080
C 0.41530 -2.27638 -2.35176 0.056 -0.497 0.075 -0.240
N -0.21770 -1.03428 -2.51366 0.071 0.397 -0.200 0.078
C -1.33350 -0.90498 -3.17836 0.116 -0.020 0.025 -0.343
N -1.95350 0.30152 -3.27966 -0.154 0.026 0.032 -0.142
C -2.76580 0.63432 -4.43036 -0.134 0.003 -0.221 -0.043
C -1.72240 1.40902 -2.39526 0.130 0.019 0.216 -0.073
N -1.99500 -1.90768 -3.84856 -0.012 0.040 0.015 -0.183
C -1.36250 -2.88478 -4.69766 0.084 -0.065 -0.219 -0.044
C -3.40250 -2.12938 -3.59886 -0.048 -0.048 0.069 -0.052
N 4.52610 -1.92698 -1.23046 -0.109 0.082 -0.077 -0.156
C 5.93700 -2.16858 -1.44606 0.150 -0.019 -0.083 -0.046
C 3.90660 -2.71898 -0.19676 -0.187 -0.059 0.233 -0.055
H 4.64080 1.65642 -3.68926 -0.038 0.031 -0.014 0.096
H 3.05330 1.55032 -2.87046 0.126 0.082 -0.040 0.059
H 3.46870 0.39692 -4.14326 -0.016 0.035 -0.046 0.093
H 4.90320 1.72602 -1.13096 0.011 0.007 0.018 0.085
H 6.32780 0.98402 -1.88656 -0.001 0.020 0.062 0.100
H 5.51320 0.18002 -0.52936 0.014 0.013 0.018 0.084
H 3.47750 -3.65598 -2.73966 0.125 0.024 0.071 0.116
H 2.18460 -5.71388 -2.49516 0.041 -0.116 -0.023 0.107
H -0.23850 -5.58608 -1.95346 -0.068 -0.086 0.012 0.110
H -1.35190 -3.39448 -1.95466 -0.089 0.015 -0.033 0.105
H -2.61100 -0.07758 -5.23586 -0.005 -0.014 0.026 0.096
H -2.47100 1.62102 -4.78996 -0.030 0.036 0.001 0.096
H -3.82990 0.65932 -4.18396 -0.030 0.052 -0.016 0.093
H -1.17980 1.05572 -1.52576 -0.182 0.075 0.010 0.007
H -2.67750 1.83992 -2.07846 0.035 -0.013 0.032 0.103
H -1.13270 2.19812 -2.87476 0.014 -0.021 -0.012 0.098
H -0.30970 -2.65268 -4.82576 0.052 -0.025 -0.033 0.104
H -1.85030 -2.86548 -5.67646 0.026 0.009 -0.042 0.097
H -1.45000 -3.89758 -4.29586 0.030 0.032 -0.011 0.088
H -3.79320 -1.35668 -2.94446 -0.057 0.050 0.004 0.089
H -3.54590 -3.09178 -3.09646 0.010 -0.065 -0.025 0.093
H -3.97930 -2.14438 -4.52586 -0.019 0.040 -0.047 0.095
H 6.25640 -1.67518 -2.36056 0.059 -0.010 0.029 0.098
H 6.09980 -3.24478 -1.55266 -0.005 0.024 -0.020 0.097
H 6.55530 -1.81988 -0.61356 -0.040 0.013 -0.008 0.092
H 2.86470 -2.42398 -0.09756 0.085 -0.071 0.087 0.050
H 4.41350 -2.53828 0.75604 0.009 0.021 -0.036 0.101
H 3.95570 -3.78848 -0.41886 -0.011 0.038 -0.009 0.094
C 1.18120 0.15922 2.97454 0.153 -0.112 -0.106 -0.404
C -0.22270 0.41482 3.52014 0.037 0.139 0.115 -0.404
As -0.60840 2.34882 3.86044 -0.248 -0.400 0.113 1.327
C -2.13140 2.68032 2.66044 0.136 0.115 0.008 -0.410
C -2.26040 3.97852 2.17194 0.187 -0.002 0.222 -0.152
C -3.27070 4.31212 1.28674 -0.051 0.112 -0.055 -0.090
C -4.18240 3.34902 0.88504 -0.024 0.030 -0.111 -0.086
C -4.08140 2.06062 1.38324 -0.078 -0.058 -0.109 -0.085
C -3.06300 1.73222 2.26324 0.021 -0.238 0.110 -0.135
C -1.66480 2.08352 5.48974 0.217 0.188 0.006 -0.411
C -1.43180 2.95522 6.54654 0.200 0.106 -0.251 -0.133
C -2.11700 2.81942 7.74134 -0.013 0.065 0.099 -0.085
C -3.05450 1.81262 7.88454 -0.025 0.016 0.114 -0.085
C -3.30350 0.94472 6.83394 -0.049 -0.058 0.008 -0.081
C -2.60700 1.07662 5.64554 -0.071 -0.148 -0.148 -0.118
P 1.32170 -0.03608 1.11974 -0.219 0.011 1.020 0.989
C 1.11410 1.74942 0.65564 0.085 -0.527 -0.454 -0.444
C 2.36600 2.38412 0.74514 0.177 0.077 -0.098 -0.146
C 2.50130 3.73872 0.52644 0.012 0.016 0.108 -0.068
C 1.39300 4.48452 0.14704 -0.043 -0.031 0.054 -0.055
C 0.16000 3.87262 0.02554 -0.014 0.151 -0.069 -0.073
C 0.00580 2.52242 0.30134 0.012 -0.106 -0.143 -0.127
C -0.17040 -1.07548 0.87244 0.294 0.043 -0.112 -0.400
C -1.47750 -0.71498 0.56844 0.093 -0.017 0.007 -0.121
C -2.45640 -1.68708 0.45664 -0.100 0.052 -0.089 -0.071
C -2.14870 -3.02268 0.64574 0.006 -0.117 0.043 -0.083
C -0.85090 -3.39378 0.95584 -0.155 -0.065 0.177 -0.078
C 0.12640 -2.42578 1.06204 0.045 0.075 0.046 -0.114
H 1.58060 -0.78468 3.36584 -0.044 0.155 0.057 0.073
H 1.87200 0.96042 3.26874 0.024 -0.223 -0.077 0.061
H -0.30620 -0.10718 4.47694 -0.151 0.221 0.004 0.073
H -0.97470 -0.01288 2.85734 -0.042 0.022 0.176 0.031
H -1.54070 4.72742 2.48954 -0.055 0.017 -0.090 0.096
H -3.34400 5.31962 0.89904 -0.019 0.053 0.039 0.108
H -4.96990 3.60092 0.18824 -0.046 0.028 -0.010 0.105
H -4.79890 1.30992 1.07914 -0.036 -0.052 0.025 0.104
H -3.00100 0.71502 2.62954 -0.008 -0.015 0.014 0.085
H -0.70040 3.74552 6.41354 -0.018 0.000 0.139 0.087
H -1.91610 3.49682 8.55814 -0.001 0.055 0.061 0.105
H -3.58910 1.70012 8.81614 -0.051 -0.001 0.062 0.105
H -4.04230 0.16412 6.94574 -0.031 -0.068 -0.014 0.105
H -2.81040 0.38392 4.83794 0.008 -0.024 -0.001 0.090
H 3.22290 1.78012 1.02894 0.051 0.086 -0.057 0.092
H 3.45510 4.22602 0.66034 0.126 -0.021 -0.042 0.111
H 1.49580 5.54382 -0.02896 -0.015 0.111 -0.073 0.112
H -0.70780 4.44762 -0.25606 -0.087 0.090 -0.020 0.107
H -0.98530 2.10302 0.27084 -0.065 -0.045 0.019 0.072
H -1.75920 0.31762 0.44614 -0.004 0.076 -0.016 0.067
H -3.47030 -1.39248 0.23054 -0.145 0.029 -0.035 0.107
H -2.91370 -3.77638 0.54504 -0.133 -0.085 0.023 0.110
H -0.60270 -4.43348 1.10984 0.027 -0.072 -0.011 0.114
H 1.14180 -2.71718 1.30204 0.056 -0.048 -0.007 0.094
```
Forces are in eV/Å.

The calculation puts the max |F| at 1.04 eV/Å. Its HOMO-LUMO gap is 7.5 eV. The calculation puts the HOMO energy at -9.9 eV. As for the charge: +1.


max |F| of number 1 (C5H14N2O2)?
2.00 eV/Å